P | Computed, not measured: a 7-piece molecular cluster, H14O6S2 overall, with ωB97M-V/def2-TZVPD.

Properties
charge	0
frontier orbital gap	8.7806	eV
E_LUMO	0.346	eV

Geometry (Å):
S (4.77550, -1.95470, -0.65672)
S (6.13888, -0.66363, -1.59442)
H (5.74336, -2.51318, 0.06111)
H (7.15999, -1.00194, -0.80430)
O (-3.82425, 2.64672, 2.62662)
H (-3.28009, 3.31048, 2.18593)
H (-3.59624, 2.77744, 3.55425)
O (0.56619, 1.27421, -3.18937)
H (0.39128, 0.43470, -3.62988)
H (0.63934, 1.89221, -3.91677)
O (-1.30786, 0.05371, -0.37107)
H (-0.85092, 0.37252, -1.11329)
H (-2.21877, 0.13809, -0.66375)
O (-0.84120, -3.82378, -3.02810)
H (-1.26014, -4.53879, -2.54582)
H (-0.37664, -4.27513, -3.74064)
O (-0.52155, 2.72559, 2.87092)
H (-0.11465, 1.97686, 3.33203)
H (-1.30349, 2.24899, 2.55123)
O (-1.76264, -0.64567, 2.80332)
H (-1.63850, -0.14331, 1.99164)
H (-2.51760, -0.29139, 3.27710)



Q | Computed, not measured: a 7-piece molecular cluster, H14O6S2 overall, with ωB97M-V/def2-TZVPD.

Properties
charge	0
frontier orbital gap	9.9521	eV
E_LUMO	0.216	eV

Geometry (Å):
S (4.40329, 1.92948, -0.86487)
S (2.45171, 1.30896, -0.93132)
H (4.50117, 2.53195, -2.07668)
H (2.62511, 0.04053, -1.31034)
O (-0.19817, -1.70095, 0.30944)
H (0.68239, -2.08831, 0.32139)
H (-0.86281, -2.28071, 0.70294)
O (-1.94941, -3.87108, 2.20146)
H (-1.12583, -4.27725, 1.97807)
H (-1.64473, -3.35221, 2.93529)
O (-0.04245, -0.28150, -5.01204)
H (-0.21001, 0.60032, -5.25253)
H (0.09300, -0.33553, -4.07139)
O (-0.50158, 0.01707, -2.21937)
H (-0.61005, 0.86636, -1.84351)
H (-0.46503, -0.58548, -1.45123)
O (-4.01794, 3.19238, 1.95371)
H (-4.96558, 3.10369, 2.10515)
H (-3.59540, 3.68109, 2.67693)
O (1.81427, 0.09649, 3.20753)
H (1.88883, 0.82075, 2.60456)
H (1.72921, 0.58395, 4.03682)



Most stable: Q. Least stable: P.



P | Computed, not measured: an isolated ion of composition C9H11N4 and charge +1, with ωB97M-V/def2-TZVPD.

Properties
charge	+1
frontier orbital gap	7.3196	eV
E_LUMO	-4.063	eV

Geometry (Å):
N (3.26937, 0.20579, -0.63753)
C (2.44438, 1.27869, -0.56324)
C (1.36335, 1.37900, 0.18757)
C (0.68567, 0.44037, 1.08926)
N (1.27111, -0.90958, 0.89831)
C (0.47923, -1.65665, 0.31527)
N (0.45524, -2.87688, -0.08991)
C (-0.87383, -0.65797, -0.08777)
C (-2.07820, -0.86503, -0.67512)
C (-3.04291, 0.10247, -0.53915)
C (-2.73376, 1.29832, 0.13696)
C (-1.50735, 1.45614, 0.70261)
N (-0.69281, 0.42023, 0.59150)
H (3.98229, 0.13183, -1.31255)
H (3.00711, -0.59193, -0.10038)
H (2.52635, 2.15019, -1.27433)
H (0.74378, 2.21050, 0.09401)
H (0.77220, 0.90249, 2.09688)
H (-0.25043, -3.24881, -0.67367)
H (1.19794, -3.45947, 0.09469)
H (-2.48396, -1.82174, -1.18632)
H (-4.09949, -0.21304, -0.86643)
H (-3.29210, 2.17186, 0.35401)
H (-1.14319, 2.15323, 1.44532)



Q | Computed, not measured: an isolated ion of composition C9H11N4 and charge +1, with ωB97M-V/def2-TZVPD.

Properties
charge	+1
frontier orbital gap	7.0919	eV
E_LUMO	-4.006	eV

Geometry (Å):
C (-2.16764, 1.84294, 0.69909)
C (-0.97523, 2.66934, 0.50711)
C (-2.02787, 0.51659, 0.49254)
C (0.23038, 2.09081, 0.35853)
C (-0.79281, -0.09069, 0.22675)
C (0.39523, 0.70736, 0.32276)
C (3.81048, 0.35417, -0.57160)
C (2.48790, -0.65399, 0.84491)
C (-1.70276, -2.48102, -0.27319)
N (2.59574, 0.89838, -0.81139)
N (-0.72271, -1.48082, 0.02120)
N (1.77954, 0.20790, 0.10834)
N (3.72070, -0.54452, 0.33659)
H (-3.20692, 2.23785, 0.94110)
H (-1.02808, 3.74493, 0.47072)
H (-2.94023, -0.15622, 0.63205)
H (1.12145, 2.64830, 0.18149)
H (4.77076, 0.46662, -1.00215)
H (0.19872, -1.90690, 0.06283)
H (-1.27170, -3.31651, -0.92750)
H (-2.07280, -2.85022, 0.60241)
H (-2.46195, -2.07658, -0.89890)
H (2.28864, 1.63461, -1.43970)
H (4.56407, -0.99425, 0.69285)



Most stable: P. Least stable: Q.



P | Computed, not measured: C4H14NO3 as an isolated structure, with ωB97M-V/def2-TZVPD.

Properties
charge	-1
frontier orbital gap	8.3828	eV
E_LUMO	3.988	eV

Geometry (Å):
C (-1.16865, -0.89731, -0.75764)
O (0.15652, -0.66212, -0.47487)
C (-1.95472, 0.28568, -0.26479)
C (-0.99454, 1.51810, -0.38833)
C (-0.49504, 2.17429, 0.85979)
N (0.95244, 1.84070, 1.15061)
H (-1.17650, -1.19415, -1.77910)
H (-1.33779, -1.86041, -0.18125)
H (-2.75336, 0.49724, -0.94735)
H (-2.23499, 0.27689, 0.71963)
H (-0.18807, 1.20478, -1.18148)
H (-1.73222, 2.09735, -0.99482)
H (-1.09303, 1.97296, 1.86306)
H (-0.50245, 3.21702, 0.87334)
H (1.65112, 2.22717, 0.61863)
H (1.05090, 0.81438, 0.92403)
H (1.99183, -2.22375, 1.38771)
H (2.94908, -2.00479, 0.20853)
O (2.94685, -1.95777, 1.23100)
H (0.77054, -1.73677, -0.51979)
H (1.76927, -2.77519, -1.59920)
O (1.39279, -2.81432, -0.74774)



Q | Computed, not measured: a 3-piece molecular cluster, C4H14NO3 overall, with ωB97M-V/def2-TZVPD.

Properties
charge	-1
frontier orbital gap	8.2103	eV
E_LUMO	3.938	eV

Geometry (Å):
C (0.75524, -1.50480, 0.08277)
O (0.98404, -0.17978, 0.49988)
C (-0.43187, -1.61807, -0.93983)
C (-0.99343, -0.35280, -1.70075)
C (-2.18397, 0.37653, -1.02379)
N (-1.90025, 0.92575, 0.29602)
H (1.62533, -1.75096, -0.54232)
H (0.44076, -2.07005, 0.96098)
H (-0.24231, -2.38240, -1.70872)
H (-1.31305, -2.10820, -0.47023)
H (-0.12771, 0.27634, -1.89546)
H (-1.35417, -0.78785, -2.63675)
H (-3.14364, -0.10633, -1.18589)
H (-2.31306, 1.23104, -1.72167)
H (-0.93876, 1.22990, 0.29329)
H (-1.88114, 0.11156, 0.89610)
H (1.17741, 0.13094, 2.00334)
H (0.07817, 0.19407, 2.97601)
O (1.03836, 0.36721, 2.99133)
H (2.51369, 2.03059, 0.17209)
H (2.04118, 0.75358, -0.26524)
O (2.35300, 1.64162, -0.67858)



Most stable: Q. Least stable: P.



P | Computed, not measured: a 3-piece molecular cluster, C4H14NO3 overall, with ωB97M-V/def2-TZVPD.

Properties
charge	-1
frontier orbital gap	7.4623	eV
E_LUMO	3.659	eV

Geometry (Å):
C (-1.73116, -0.15489, -0.84081)
C (-0.92182, 1.13751, -0.63063)
C (-1.36227, 1.62145, 0.74760)
N (0.48850, 0.63997, -0.65846)
C (0.75725, -0.52008, 0.26747)
O (0.37407, -0.34482, 1.48444)
H (-1.67835, -0.80262, 0.23202)
H (-2.76156, 0.02249, -1.02230)
H (-1.19710, -0.69103, -1.67458)
H (-1.12053, 1.90889, -1.41247)
H (-1.26371, 0.84741, 1.51112)
H (-0.61832, 2.38344, 0.93429)
H (-2.32279, 1.95099, 0.71297)
H (1.07893, 1.41995, -0.25540)
H (0.19932, -1.45831, 0.01792)
H (1.79469, -0.56143, 0.00643)
H (2.61218, -0.59939, -2.00361)
H (3.16964, 0.01891, -3.29893)
O (3.41938, -0.58268, -2.49654)
H (0.64476, -2.35601, 3.46666)
H (0.45507, -1.50572, 2.18123)
O (-0.01619, -2.37404, 2.73159)



Q | Computed, not measured: a 3-piece molecular cluster, C4H14NO3 overall, with ωB97M-V/def2-TZVPD.

Properties
charge	-1
frontier orbital gap	7.5370	eV
E_LUMO	3.890	eV

Geometry (Å):
C (1.39953, 0.03926, -0.98225)
N (0.53862, 1.13131, -0.57275)
C (0.88044, 0.15278, 1.84354)
C (0.03141, 0.89592, 0.82725)
C (-1.27498, 0.01772, 0.67617)
O (-2.02023, 0.37710, -0.38580)
H (2.17412, -0.21522, -0.19886)
H (0.60879, -0.81279, -1.00645)
H (1.97436, 0.32564, -1.90331)
H (-0.26869, 1.24883, -1.23243)
H (0.34291, 0.34990, 2.70732)
H (1.87562, 0.71367, 1.90489)
H (1.13220, -0.87143, 1.62455)
H (-0.22644, 1.94103, 1.21378)
H (-1.98699, 0.23262, 1.54001)
H (-0.96805, -1.05287, 0.64339)
H (-0.12587, -2.45321, 0.70511)
H (1.02542, -2.37432, -0.33000)
O (0.66153, -2.91084, 0.34516)
H (-2.18878, 1.79019, -2.82255)
H (-1.84350, 0.52001, -1.80755)
O (-1.74143, 0.95468, -2.78923)



Most stable: Q. Least stable: P.